Record 1
Below is the molecule C18H23F2N5O3S, with properties calculated with ωB97M-V/def2-TZVPD.

Structure (XYZ):
```
52
Properties=species:S:1:pos:R:3:mulliken_charge:R:1
H 7.436 5.057 -1.298 0.211
N 7.403 4.662 -0.362 -0.772
C 6.327 4.033 -0.135 0.618
N 5.230 3.814 -0.951 -0.167
C 4.195 3.074 -0.398 -0.505
C 3.019 2.794 -1.202 0.475
N 2.996 3.303 -2.372 -0.457
O 1.849 3.020 -3.092 -0.226
C 1.879 3.740 -4.318 -0.560
C 1.926 1.952 -0.564 0.693
O 1.470 2.247 0.520 -0.604
N 1.579 0.838 -1.247 -0.021
C 0.604 -0.070 -0.759 0.806
C -0.550 -0.452 -1.633 -1.184
C -0.781 0.399 -0.428 -0.517
C -1.203 -0.291 0.844 -0.284
N -0.202 -1.348 1.011 0.171
C -0.336 -2.479 1.746 0.323
O 0.561 -3.304 1.822 -0.690
C -1.674 -2.705 2.415 -0.761
C -2.651 -3.385 1.464 -0.819
C -4.042 -3.526 2.053 0.401
C -4.808 -2.180 2.167 -1.177
C -5.582 -2.574 0.912 1.203
F -6.934 -2.399 0.962 -0.366
F -5.154 -1.925 -0.212 -0.303
C -5.087 -4.015 1.010 -1.283
C 1.028 -1.077 0.288 -0.786
C 4.434 2.686 0.862 -0.245
S 5.987 3.237 1.417 -0.205
H 5.181 4.180 -1.886 0.221
H 0.964 3.481 -4.844 0.257
H 1.900 4.815 -4.136 0.254
H 2.741 3.451 -4.920 0.270
H 1.991 0.675 -2.151 0.322
H -0.623 0.019 -2.603 0.377
H -0.866 -1.488 -1.624 0.177
H -1.022 1.446 -0.525 0.304
H -1.165 0.425 1.671 0.315
H -2.209 -0.701 0.770 0.103
H -1.484 -3.343 3.277 0.467
H -2.087 -1.763 2.790 0.312
H -2.715 -2.828 0.521 0.286
H -2.264 -4.375 1.207 0.345
H -4.005 -4.121 2.963 0.680
H -5.465 -2.118 3.032 0.288
H -4.220 -1.264 2.103 0.250
H -4.701 -4.461 0.093 0.311
H -5.855 -4.663 1.427 0.333
H 1.428 -1.998 -0.134 0.357
H 1.784 -0.630 0.941 0.397
H 3.776 2.134 1.508 0.408
```

SMILES string: [H]/N=c1\[nH]c(/C(=N/OC)C(=O)N[C@]23C[C@H]2CN(C(=O)CCC2CC(F)(F)C2)C3)cs1
Highest occupied orbital energy in eV: -7.890
Gap between HOMO and LUMO in eV: 8.1
Energy in hartree: -1797.06903
Net charge: 0
LUMO in eV: 0.163

Record 2
Below is C21H40Cl3N2O4SiTi as an isolated structure, with properties calculated with ωB97M-V/def2-TZVPD.

Structure (XYZ):
```
72
Properties=species:S:1:pos:R:3:lowdin_spin:R:1
C 1.904 -1.579 -3.855 0.000
C 1.170 -0.355 -3.314 0.000
H 2.316 -1.431 -4.869 0.000
H 1.161 -2.371 -3.868 0.000
H 2.759 -1.885 -3.248 0.000
C 0.415 0.396 -4.232 -0.001
C -0.187 -0.074 -5.504 0.000
H 0.326 1.467 -4.092 0.000
H -0.796 -0.974 -5.377 0.000
H 0.472 -0.273 -6.356 0.000
H -0.851 0.739 -5.842 0.000
Ti -0.626 -1.035 2.951 0.918
Cl 1.529 -1.282 3.720 -0.006
Cl -1.870 -2.867 3.362 0.004
C 0.452 1.733 2.418 0.008
O -0.488 0.938 2.682 0.008
N 0.269 3.050 2.434 0.008
C -1.067 3.623 2.301 0.001
C 1.378 3.962 2.696 0.001
H 1.466 1.348 2.203 0.000
H -1.807 2.869 2.554 0.000
H -1.223 3.950 1.267 0.000
H -1.157 4.487 2.966 0.000
H 2.273 3.365 2.914 0.000
H 1.157 4.611 3.561 0.000
H 1.581 4.599 1.824 0.000
H -1.849 -1.815 -1.931 0.000
H -2.370 1.047 -2.711 0.000
C -2.766 -1.459 -1.444 0.000
C -3.073 0.933 -1.879 0.000
N -2.654 -0.101 -0.957 0.002
H -3.014 -2.124 -0.617 0.000
C -2.267 0.209 0.302 0.001
O -2.412 -0.509 1.316 0.001
H -3.151 1.879 -1.352 0.000
H -1.753 1.170 0.344 0.000
H -3.546 -1.472 -2.206 0.000
H -4.040 0.653 -2.302 0.000
O 0.624 -0.732 -1.885 0.000
C 1.647 0.250 -1.930 0.000
C 0.067 2.243 -1.687 0.000
C 1.340 1.680 -1.586 0.000
H -0.744 1.617 -2.035 0.000
C -0.155 3.580 -1.337 0.000
H 2.580 -0.177 -1.562 0.000
C 2.404 2.513 -1.163 0.000
H -1.156 3.972 -1.370 0.000
C 0.900 4.405 -0.966 0.000
C 2.167 3.850 -0.843 0.000
H 3.397 2.086 -1.088 0.000
H 0.734 5.452 -0.686 0.000
H 2.998 4.469 -0.510 0.000
Si 0.461 -3.838 0.443 0.013
Cl 0.242 -1.322 0.941 0.017
C -1.134 -4.803 0.441 0.001
C 1.118 -4.366 2.128 0.002
C 1.673 -4.220 -0.883 0.003
H -1.982 -4.332 -0.050 0.000
H -1.391 -5.033 1.474 0.000
H -0.893 -5.751 -0.071 0.000
H 1.180 -4.367 -1.859 0.000
H 2.097 -5.180 -0.519 0.000
H 2.480 -3.475 -0.978 0.000
H 1.507 -3.551 2.738 0.000
H 1.905 -5.108 1.955 0.000
H 0.302 -4.835 2.682 0.000
C -0.053 0.165 5.836 0.001
O -0.991 -0.471 4.957 0.015
H -0.334 1.214 5.998 0.000
H 0.937 0.102 5.355 0.000
H 0.011 -0.396 6.765 0.000
H -1.597 -1.065 5.435 0.001
```

Multiplicity: 2
Highest occupied orbital energy (alpha / beta) in eV: -3.980 / -3.985
Gap between HOMO and LUMO (alpha / beta) in eV: 3.7 / 3.8
Energy in hartree: -3754.18881
Net charge: 0
LUMO (alpha / beta) in eV: -0.233 / -0.183

Record 3
Below is a 2-piece molecular cluster, C7H18N2O overall, with properties calculated with ωB97M-V/def2-TZVPD.

Structure (XYZ):
```
28
Properties=species:S:1:pos:R:3:mulliken_charge:R:1
C -3.099 0.401 0.380 -1.568
C -1.700 1.008 0.484 0.050
N -1.655 2.227 -0.308 -0.688
C -0.611 -0.007 0.099 0.097
N -0.730 -1.237 0.768 -0.545
C 0.989 0.777 0.381 -0.247
C 2.105 0.061 1.136 -1.256
O 1.426 1.672 -0.618 -0.522
H -3.186 -0.474 1.019 0.348
H -3.836 1.145 0.675 0.407
H -3.304 0.095 -0.645 0.367
H -1.529 1.294 1.531 0.396
H -1.912 2.025 -1.269 0.272
H -0.720 2.621 -0.319 0.302
H -0.628 -0.177 -0.980 0.144
H 0.021 -1.889 0.487 0.189
H -0.730 -1.127 1.777 0.293
H 0.574 1.469 1.119 0.685
H 2.904 -0.263 0.470 0.204
H 1.714 -0.791 1.692 0.334
H 2.574 0.743 1.850 0.333
H 1.908 1.183 -1.293 0.419
C 1.701 -1.179 -1.652 -0.642
C 1.391 -2.352 -1.072 -0.910
H 1.067 -0.739 -2.408 0.297
H 2.683 -0.739 -1.540 0.497
H 2.091 -2.864 -0.428 0.317
H 0.491 -2.884 -1.336 0.426
```

SMILES string: C[C@H](N)[C@H](N)[C@@H](C)O.C=C
Highest occupied orbital energy in eV: -8.268
Gap between HOMO and LUMO in eV: 9.2
Energy in hartree: -462.17950
Net charge: 0
LUMO in eV: 0.903

Record 4
Below is a 8-piece molecular cluster, C5H25NO8 overall, with properties calculated with ωB97M-V/def2-TZVPD.

Structure (XYZ):
```
39
Properties=species:S:1:pos:R:3:lowdin_spin:R:1
C -1.249 -2.132 -0.306 0.014
C 0.157 -1.540 -0.345 0.085
N 0.616 -0.671 0.730 0.589
C 2.428 0.875 1.391 0.038
C 1.195 0.643 0.455 0.065
C 0.095 1.693 0.592 0.029
O 0.033 2.592 -0.196 0.041
H -1.286 -3.210 -0.257 0.000
H -1.852 -1.820 0.550 0.000
H -1.799 -1.779 -1.170 0.005
H 0.888 -2.366 -0.394 0.039
H 0.312 -1.007 -1.287 0.021
H -0.212 -0.567 1.340 0.012
H 2.723 1.907 1.243 0.001
H 3.218 0.258 0.963 0.001
H 2.275 0.540 2.412 0.000
H 1.638 0.690 -0.529 0.001
H -0.680 1.631 1.367 0.002
H 2.277 -1.833 -3.012 0.000
H 2.474 -0.672 -4.011 0.000
O 1.807 -1.165 -3.520 0.000
H -2.085 -0.229 2.441 0.000
H -1.243 -0.420 3.684 0.000
O -1.138 -0.207 2.746 -0.002
H -4.171 0.548 1.632 0.000
H -3.262 -0.328 0.797 0.000
O -3.599 -0.224 1.699 0.000
H -2.504 1.401 -1.013 0.000
H -1.439 0.370 -0.856 0.000
O -2.293 0.616 -0.488 0.001
H 0.394 -0.076 -2.979 0.000
H 0.412 1.405 -2.609 0.000
O -0.108 0.583 -2.467 0.010
H 0.856 3.765 -2.995 0.000
H 0.881 3.145 -1.601 0.000
O 1.262 3.045 -2.494 0.000
H 1.545 -2.098 2.350 0.001
H 0.262 -1.556 2.949 0.001
O 1.175 -1.804 3.188 0.047
```

Multiplicity: 2
Highest occupied orbital energy (alpha / beta) in eV: -14.287 / -14.253
Gap between HOMO and LUMO (alpha / beta) in eV: 11.1 / 7.0
Energy in hartree: -861.86332
Net charge: +1
LUMO (alpha / beta) in eV: -3.141 / -7.256